117
Properties=species:S:1:pos:R:3:forces:R:3 method="wB97M-V/def2-TZVPD" homo_ev="-10.626 / -10.664" total_charge=+1 spin_multiplicity=3 homo_lumo_gap_ev="6.4 / 6.0" lumo_energy_ev="-4.26 / -4.62"
Mo -0.889338 -0.314209 -0.374176 -1.41 -1.90 -0.69
F 2.491162 3.588991 0.478324 -0.43 -0.58 0.03
Ge 1.399462 2.115991 0.373724 1.83 1.80 0.41
C 1.148662 2.578691 -1.612876 -0.23 -0.93 0.81
C 1.199262 3.931691 -1.905476 -0.05 0.25 0.28
C 1.407762 4.368791 -3.201776 -0.05 0.04 0.05
C 1.647362 3.451391 -4.207876 0.01 -0.09 -0.02
C 1.576062 2.100491 -3.928476 0.07 -0.08 0.04
C 1.254362 1.656091 -2.650076 -0.14 -0.06 0.10
P 1.058962 -0.136609 -2.354876 0.16 0.68 -1.10
C 2.850162 -0.490309 -2.706076 0.04 -0.21 0.39
C 3.279662 -1.216109 -3.813976 -0.20 -0.12 0.05
C 4.629462 -1.306009 -4.107976 0.13 -0.02 -0.01
C 5.570262 -0.695609 -3.297876 0.00 0.00 -0.06
C 5.149362 0.042191 -2.204076 -0.01 0.04 0.08
C 3.802362 0.154091 -1.922976 -0.08 0.00 0.10
C 0.367662 -0.954909 -3.846976 -0.09 -0.20 0.27
C -0.176738 -0.321309 -4.961376 -0.10 -0.02 0.10
C -0.654838 -1.080109 -6.018276 0.02 0.10 -0.09
C -0.585838 -2.463809 -5.990476 0.05 0.03 0.11
C -0.017838 -3.100009 -4.897776 -0.01 0.08 -0.09
C 0.459862 -2.349909 -3.838976 -0.11 0.12 0.16
C 2.844062 0.886791 1.075724 -0.94 -0.05 -0.32
C 4.090062 1.444191 1.353424 0.00 0.35 -0.14
C 5.092962 0.697091 1.943424 -0.07 -0.03 0.00
C 4.861262 -0.626809 2.279924 -0.04 -0.06 0.05
C 3.625862 -1.186609 2.024424 -0.02 -0.10 0.03
C 2.615162 -0.441209 1.418024 -0.13 0.14 -0.16
P 1.016962 -1.286509 1.161524 1.04 -0.23 0.64
C 0.470362 -1.555709 2.881824 -0.24 0.13 -0.18
C 0.917962 -0.719509 3.901524 -0.01 0.05 -0.20
C 0.502062 -0.931809 5.204924 0.01 0.01 0.12
C -0.335538 -1.992009 5.508424 0.00 0.07 -0.03
C -0.805238 -2.811809 4.494324 0.04 -0.07 -0.04
C -0.420638 -2.589609 3.184124 -0.16 0.11 -0.07
C 1.661262 -2.939309 0.675124 -0.28 0.05 -0.37
C 2.341362 -2.979609 -0.539476 -0.15 0.17 0.00
C 2.896862 -4.151609 -1.010776 0.04 0.08 -0.02
C 2.789762 -5.311509 -0.260676 -0.03 -0.01 0.04
C 2.148062 -5.276409 0.964524 0.09 -0.09 -0.01
C 1.592162 -4.099609 1.439824 -0.18 0.22 0.06
C 0.411462 2.674291 2.025424 -0.25 -0.58 -0.91
C 1.146462 3.360891 2.984224 0.40 0.05 -0.05
C 0.534362 3.867591 4.117124 0.00 -0.01 -0.04
C -0.835038 3.723391 4.280124 -0.06 -0.01 -0.07
C -1.565238 3.023991 3.339124 -0.19 0.06 0.05
C -0.943138 2.466891 2.222524 0.24 -0.11 -0.10
P -1.957838 1.534491 1.027524 -0.35 1.16 0.86
C -2.749238 2.923991 0.149324 -0.01 -0.31 -0.26
C -4.025738 2.804291 -0.397976 0.06 0.03 -0.02
C -4.582038 3.863991 -1.089376 -0.02 -0.07 -0.06
C -3.849238 5.018891 -1.308276 0.07 0.02 -0.03
C -2.553938 5.114491 -0.828876 -0.03 0.06 -0.01
C -2.009938 4.080291 -0.089276 0.04 -0.22 0.18
C -3.165938 0.906491 2.243324 0.01 -0.38 -0.04
C -2.661338 -0.005309 3.164624 0.10 0.04 -0.13
C -3.463538 -0.518809 4.165424 -0.05 -0.01 0.06
C -4.787938 -0.121509 4.260424 -0.03 0.03 0.01
C -5.286738 0.813691 3.367824 -0.08 0.00 0.08
C -4.480438 1.338191 2.369724 0.07 0.01 -0.16
H 1.113962 4.656691 -1.111376 0.04 0.08 0.06
H 1.425262 5.426591 -3.410776 0.03 0.12 -0.01
H 1.899762 3.778891 -5.203676 -0.01 0.06 -0.13
H 1.795762 1.376891 -4.698176 -0.01 -0.03 -0.12
H 2.574062 -1.706509 -4.464776 0.06 0.01 -0.03
H 4.936662 -1.858009 -4.983476 0.06 -0.06 -0.06
H 6.621162 -0.778109 -3.525776 0.12 -0.01 -0.03
H 5.863862 0.542191 -1.569276 0.11 0.07 0.06
H 3.485862 0.764191 -1.091476 0.12 -0.03 -0.08
H -0.270038 0.754391 -5.005976 0.01 -0.05 0.04
H -1.093838 -0.577009 -6.869676 0.00 0.00 -0.02
H -0.977838 -3.036409 -6.815676 -0.02 -0.10 -0.10
H 0.053462 -4.174809 -4.854776 -0.04 -0.12 0.00
H 0.904662 -2.863809 -2.997376 -0.04 -0.01 0.02
H 4.276862 2.473791 1.091024 0.00 0.10 -0.02
H 6.051362 1.151691 2.144324 0.09 0.04 0.00
H 5.634162 -1.219809 2.744424 0.07 -0.05 0.04
H 3.429062 -2.213809 2.297324 0.11 -0.06 0.02
H 1.577762 0.107091 3.673824 0.04 0.03 0.04
H 0.834062 -0.267009 5.986524 0.09 0.07 0.09
H -0.639338 -2.172409 6.528824 -0.02 0.02 0.09
H -1.481138 -3.622009 4.725724 -0.05 -0.08 -0.02
H -0.838638 -3.194609 2.390924 0.03 -0.04 0.02
H 2.436662 -2.071109 -1.118776 0.09 -0.19 0.04
H 3.412562 -4.154909 -1.959776 0.05 0.00 -0.09
H 3.209062 -6.234709 -0.627576 0.05 -0.11 -0.03
H 2.077862 -6.171109 1.565324 0.00 -0.06 0.04
H 1.119062 -4.107709 2.409024 0.03 -0.01 -0.03
H 2.203662 3.512291 2.827324 0.09 0.06 0.02
H 1.115162 4.396291 4.859224 0.07 0.02 0.01
H -1.337538 4.155691 5.134124 0.00 0.00 0.04
H -2.633938 2.921091 3.458924 0.01 0.00 0.13
H -4.562838 1.870491 -0.328376 -0.02 0.01 0.06
H -5.577238 3.763391 -1.492276 -0.14 0.04 -0.05
H -4.272038 5.834991 -1.872776 -0.08 0.08 -0.05
H -1.968138 5.997591 -1.030876 0.07 0.10 0.02
H -1.001738 4.162391 0.295224 -0.02 0.11 0.03
H -1.623938 -0.296809 3.098024 -0.03 -0.07 0.11
H -3.048438 -1.220309 4.874124 0.00 -0.03 0.02
H -5.418538 -0.525109 5.039824 -0.06 0.00 0.02
H -6.311738 1.148091 3.447024 -0.03 0.02 0.03
H -4.879438 2.095591 1.713924 -0.06 -0.03 0.01
F -2.107438 -3.789509 -0.123276 -0.16 -0.60 0.81
B -1.675338 -3.394109 -1.355076 -0.36 0.51 0.05
F -1.362238 -4.409009 -2.176876 0.34 -0.69 -0.58
F -2.574538 -2.489409 -1.905676 -0.53 0.33 -0.42
F -0.479538 -2.561509 -1.147176 0.53 1.25 0.33
F -1.567238 -1.455809 0.968324 0.19 0.04 0.06
N -4.419738 -2.133109 0.516524 0.04 -0.12 0.12
C -4.254138 -1.129709 -0.359576 -0.24 -0.21 0.11
N -5.128638 -1.020309 -1.377576 -0.21 0.01 -0.25
O -3.406738 -0.230209 -0.184676 0.74 0.27 -0.28
H -4.933338 -2.957409 0.248724 0.04 0.07 -0.03
H -3.671238 -2.285009 1.176624 0.03 0.09 -0.16
H -5.693638 -1.806809 -1.651276 0.02 0.03 0.03
H -4.885938 -0.363209 -2.103576 0.08 -0.10 0.08
I -2.002638 1.042691 -2.510476 0.44 -0.20 0.30

=====

115
Properties=species:S:1:pos:R:3:forces:R:3 method="wB97M-V/def2-TZVPD" homo_ev="-3.223 / -5.977" total_charge=-1 spin_multiplicity=3 homo_lumo_gap_ev="5.0 / 7.8" lumo_energy_ev="1.79 / 1.83"
Ti 1.427818 -1.040815 -1.086466 -1.11 0.42 0.24
C 1.401643 -3.744922 -3.397877 -0.04 -0.01 -0.01
C 2.742548 -3.856206 -2.721497 0.12 -0.05 0.06
C 3.253688 -5.112386 -2.416194 -0.04 0.02 -0.03
C 4.533075 -5.251203 -1.903578 0.03 -0.02 0.00
C 5.335900 -4.131771 -1.763018 0.02 0.00 -0.02
C 4.865035 -2.858619 -2.069407 -0.05 -0.04 -0.06
C 5.810647 -1.693381 -2.024004 0.02 0.04 0.07
C 3.530595 -2.721224 -2.472916 -0.01 0.09 -0.11
N 2.871979 -1.464459 -2.541518 -0.02 0.34 0.01
C 3.206131 -0.499026 -3.418327 -0.06 -0.05 -0.15
O 4.118316 -0.468360 -4.234531 0.04 0.00 0.01
C 2.189377 0.637821 -3.375603 0.31 -0.08 -0.39
C 2.267311 1.797723 -4.128109 -0.08 -0.01 0.10
C 1.192368 2.677922 -4.057346 0.02 0.06 0.01
C 0.069902 2.367090 -3.295594 0.07 -0.03 0.10
C 0.070385 1.169233 -2.603299 0.00 -0.18 -0.37
N 1.120163 0.368367 -2.648395 0.44 -0.09 0.00
C -1.103378 0.561559 -1.890238 0.06 0.96 0.54
O -2.090407 1.291254 -1.723850 -0.23 -0.58 -0.25
N -0.878724 -0.700107 -1.511385 0.17 -0.10 0.12
C -2.072369 -1.380202 -1.139621 -0.10 0.00 0.24
C -2.441559 -1.548864 0.200501 -0.07 0.17 -0.12
C -1.650387 -0.924655 1.311871 -0.02 -0.15 0.06
C -3.591357 -2.276882 0.493111 -0.05 0.01 0.00
C -4.378022 -2.816204 -0.510288 0.00 -0.02 0.04
C -4.014473 -2.628846 -1.835348 0.04 -0.05 -0.05
C -2.864637 -1.922798 -2.164593 0.00 0.10 0.07
C -2.476858 -1.715718 -3.602409 -0.02 -0.02 -0.01
H 0.791198 -4.625481 -3.195876 0.00 0.00 0.00
H 0.830657 -2.863558 -3.106987 0.01 0.02 0.04
H 1.540555 -3.671469 -4.480354 0.01 0.00 0.00
H 2.636417 -5.987335 -2.588340 0.00 0.00 0.03
H 4.909992 -6.229511 -1.632416 0.00 0.01 -0.01
H 6.353011 -4.236912 -1.401812 -0.01 -0.01 -0.01
H 6.576595 -1.846595 -1.262111 -0.01 0.01 0.00
H 6.296319 -1.579769 -2.994846 0.00 -0.01 0.01
H 5.303011 -0.753209 -1.828583 -0.01 0.00 0.01
H 3.138124 1.972232 -4.743637 0.00 0.02 0.01
H 1.220728 3.605541 -4.616129 0.00 0.00 0.00
H -0.792917 3.012963 -3.217152 -0.01 -0.02 -0.08
H -2.314139 -0.432268 2.023711 0.02 0.02 0.00
H -1.087083 -1.678704 1.873987 0.01 -0.05 -0.09
H -0.958723 -0.169335 0.951527 -0.21 -0.06 -0.04
H -3.875788 -2.404413 1.532790 0.00 -0.01 -0.01
H -5.274297 -3.372259 -0.262833 0.01 0.00 0.00
H -4.630482 -3.035008 -2.630565 0.01 -0.01 0.00
H -3.024048 -2.398554 -4.253327 -0.01 0.01 0.00
H -2.696617 -0.692726 -3.920101 0.02 0.01 0.02
H -1.405620 -1.868160 -3.745966 -0.01 -0.02 -0.02
O 4.961907 -3.867093 4.541468 -0.02 0.00 -0.02
N 3.934406 -4.486007 4.177036 -0.02 -0.04 -0.01
O 3.523103 -5.485824 4.803946 0.02 0.04 -0.03
C 3.219188 -4.072194 3.051092 -0.02 -0.06 0.08
C 2.095806 -4.826656 2.694648 0.04 0.04 -0.02
C 1.293289 -4.468035 1.611446 0.02 0.07 -0.04
C 0.196139 -5.253090 1.169299 -0.05 -0.06 0.03
C -0.537772 -4.856172 0.089450 -0.02 0.07 -0.04
C -0.230463 -3.647230 -0.545528 0.03 -0.06 0.10
N 0.777195 -2.877299 -0.147613 0.51 -0.21 -0.05
C 1.567079 -3.294544 0.868397 0.00 -0.31 0.08
C 2.778125 -2.562071 1.159681 0.02 -0.13 0.11
N 3.060080 -1.538585 0.333533 -0.39 -0.04 0.17
C 4.125577 -0.785490 0.565150 -0.04 -0.05 -0.01
C 5.000987 -1.065350 1.596365 0.01 -0.01 0.01
C 4.755192 -2.137335 2.431086 0.01 0.01 0.00
C 3.608342 -2.930814 2.247816 0.05 0.10 -0.07
H 1.859712 -5.701244 3.279597 0.01 -0.01 -0.01
H -0.024635 -6.178964 1.687220 -0.02 0.02 0.01
H -1.366668 -5.443418 -0.281822 0.00 0.00 0.01
H -0.811687 -3.294614 -1.377077 -0.05 -0.03 -0.09
H 4.262909 0.068693 -0.082706 -0.01 0.03 -0.01
H 5.864119 -0.432440 1.750156 0.01 -0.02 0.00
H 5.419213 -2.377515 3.242718 0.01 0.02 0.01
O -1.609223 2.127644 1.699027 0.00 -0.11 0.11
S -2.230036 3.070564 0.738244 0.24 0.03 -0.04
C -4.035462 2.819258 0.877414 -0.06 0.22 -0.07
C -4.571571 2.830640 2.272646 -0.08 -0.09 -0.07
C -4.886719 4.025658 2.916191 -0.09 -0.03 0.01
C -5.339101 4.023353 4.227506 0.01 0.02 -0.02
C -5.495920 2.823947 4.907667 -0.01 0.01 0.04
C -5.225621 1.627399 4.260624 0.00 -0.03 -0.01
C -4.771627 1.631270 2.950294 0.12 0.02 0.02
C -1.987618 4.692444 1.524490 -0.13 0.06 -0.05
C -2.591356 5.852574 0.783076 -0.09 0.01 0.01
C -3.090482 6.941462 1.496632 0.00 -0.02 -0.03
C -3.663829 8.021081 0.841793 0.01 0.00 0.01
C -3.752156 8.027487 -0.543375 -0.01 0.03 0.01
C -3.251330 6.954185 -1.264207 0.02 -0.02 -0.02
C -2.670791 5.876805 -0.608772 0.02 0.02 0.02
H -4.141391 1.842093 0.401808 -0.02 0.00 0.00
H -4.518345 3.559436 0.235162 0.07 0.05 0.01
H -4.807524 4.960555 2.374705 0.08 0.03 0.01
H -5.573004 4.961043 4.716957 -0.01 -0.01 0.00
H -5.837072 2.822944 5.935373 -0.01 -0.01 -0.01
H -5.367636 0.686460 4.777408 0.01 0.01 0.00
H -4.574066 0.697002 2.437777 0.07 0.01 0.03
H -0.896658 4.759921 1.544218 0.02 -0.04 0.03
H -2.335256 4.638074 2.557330 0.01 -0.04 0.00
H -3.019873 6.940182 2.578618 -0.03 -0.02 0.00
H -4.044168 8.857763 1.414909 0.00 -0.01 -0.01
H -4.206183 8.865606 -1.056786 0.00 -0.01 0.00
H -3.310772 6.952224 -2.345701 0.00 0.00 0.01
H -2.279502 5.045822 -1.183649 0.00 0.00 0.00
Br 2.073198 4.145103 3.439222 -0.01 0.00 -0.03
C 1.849178 2.753377 2.153237 0.00 0.02 -0.01
C 1.399277 1.512198 2.566139 -0.02 0.01 -0.03
C 1.221094 0.520844 1.613456 0.06 0.02 0.13
C 1.465799 0.714744 0.247845 0.40 -0.22 -0.23
C 1.938592 1.983183 -0.103058 -0.15 0.00 -0.07
C 2.127002 3.005364 0.824122 -0.03 0.05 0.06
H 1.183413 1.326352 3.609652 -0.02 0.01 0.00
H 0.855864 -0.440270 1.970686 0.20 0.06 0.01
H 2.175340 2.217510 -1.138555 0.02 -0.01 0.00
H 2.482790 3.980201 0.513468 0.01 -0.01 0.01

=====

Energy relative to the best compared isomer or geometry (same formula, charge and spin) values (in kcal/mol) by entry order: 53.8; 5.8.